Below is a cluster of 4 separate species, C23H45N2O12P4 in total at a distorted geometry, with properties calculated with ωB97M-V with the def2-TZVPD basis set.

```
86
Properties=species:S:1:pos:R:3:forces:R:3:lowdin_charge:R:1
N 2.360 1.790 0.439 -0.17 -0.57 0.06 -0.32
P 1.720 0.478 1.062 1.97 1.78 -1.09 0.80
C 0.205 0.086 0.061 -0.87 -0.56 0.10 -0.25
C -0.834 -0.802 0.436 0.70 0.74 -0.38 -0.01
C -1.881 -0.980 -0.446 -0.03 -0.81 1.23 -0.02
N -1.908 -0.347 -1.629 -0.16 0.17 -0.23 0.15
C -0.956 0.513 -2.038 0.52 0.45 0.01 -0.19
C -1.062 1.232 -3.376 -1.05 -1.04 0.05 -0.09
C -0.170 0.644 -4.523 0.85 0.78 0.42 -0.16
C 1.199 0.069 -4.073 -0.24 -0.84 -0.86 -0.14
C 1.163 -1.433 -3.710 0.49 0.47 0.18 -0.21
C 2.393 -2.092 -3.535 -0.24 -0.56 0.19 -0.04
C 2.410 -3.459 -3.248 0.07 -0.16 0.22 -0.08
C 1.227 -4.198 -3.113 -0.25 0.26 -0.03 -0.10
C 0.003 -3.546 -3.273 0.41 0.20 -0.04 -0.07
C -0.009 -2.176 -3.578 -0.31 -0.16 0.14 -0.07
C 0.109 0.743 -1.167 0.21 -0.10 0.07 -0.01
H 3.297 1.568 0.108 -0.12 0.28 -0.03 -0.02
H 2.661 -0.568 0.896 -0.93 -0.44 0.57 0.03
H 1.428 0.737 2.419 -0.65 -0.90 -0.20 0.03
H -0.791 -1.299 1.407 -0.26 0.01 -0.41 0.12
H -2.704 -1.649 -0.158 0.13 0.39 -0.56 0.13
H -2.693 -0.532 -2.252 0.10 0.06 0.15 0.19
H -0.908 2.304 -3.186 0.25 -0.38 -0.16 0.13
H -2.116 1.120 -3.705 0.41 0.30 0.13 0.13
H 0.055 1.490 -5.197 -0.30 -0.39 0.20 0.12
H -0.710 -0.111 -5.111 0.09 0.30 0.27 0.11
H 1.698 0.665 -3.294 -0.27 -0.20 -0.21 0.11
H 1.863 0.121 -4.958 -0.22 0.12 0.42 0.13
H 3.355 -1.573 -3.617 -0.51 -0.01 -0.05 0.12
H 3.367 -3.968 -3.092 -0.32 0.23 -0.16 0.11
H 1.246 -5.268 -2.886 0.10 0.43 -0.13 0.10
H -0.942 -4.086 -3.172 0.33 0.14 -0.07 0.11
H -0.991 -1.708 -3.707 0.43 -0.12 -0.10 0.09
H 0.894 1.438 -1.478 -0.24 -0.14 0.40 0.10
C 2.221 4.859 -0.861 -0.14 -0.26 -0.23 -0.14
O 3.005 5.956 -1.320 -2.11 1.71 -0.63 -0.24
P 3.077 7.451 -0.561 6.14 -0.64 3.62 0.62
O 4.461 7.809 -0.989 -0.98 0.05 -0.91 -0.25
O 3.038 6.747 0.920 -0.62 0.45 -0.10 -0.33
C 4.195 6.086 1.414 0.07 -0.50 0.09 -0.10
O 2.624 8.936 0.048 -1.97 -1.08 -2.11 -0.26
C 2.711 9.237 1.433 -0.35 0.07 0.48 -0.11
H 1.747 4.385 -1.723 -0.06 0.13 -0.02 0.07
H 2.889 4.122 -0.417 -0.06 0.12 0.16 0.05
H 1.460 5.150 -0.140 0.08 -0.05 0.07 0.09
H 4.980 5.996 0.663 -0.07 0.14 -0.06 0.09
H 3.908 5.086 1.749 -0.02 0.01 -0.03 0.08
H 4.578 6.632 2.278 -0.01 0.10 -0.07 0.09
H 3.728 9.088 1.795 -0.03 -0.15 -0.07 0.09
H 2.001 8.654 2.015 0.11 -0.06 0.09 0.09
H 2.454 10.290 1.548 0.00 -0.01 -0.28 0.09
C -7.017 1.864 0.927 0.05 0.54 0.00 -0.11
O -6.609 0.881 -0.025 2.69 0.27 0.95 -0.25
P -5.965 -0.621 0.375 -6.85 -4.03 -1.62 0.63
O -6.497 -1.282 -0.867 1.21 0.73 -0.39 -0.26
O -6.969 -0.792 1.648 1.14 0.04 0.31 -0.32
C -8.361 -1.015 1.427 -0.53 0.31 0.07 -0.09
O -5.037 -1.963 0.808 2.06 2.42 0.30 -0.31
C -5.506 -2.925 1.745 0.08 -0.12 0.60 -0.11
H -6.688 2.844 0.580 0.11 -0.07 0.02 0.09
H -8.108 1.879 0.951 0.04 -0.17 0.06 0.09
H -6.627 1.679 1.925 -0.09 -0.05 0.01 0.09
H -8.641 -0.908 0.379 0.18 -0.04 -0.03 0.10
H -8.926 -0.297 2.021 0.05 0.01 -0.01 0.09
H -8.621 -2.016 1.773 0.13 -0.03 -0.05 0.09
H -6.461 -3.339 1.422 -0.05 0.17 -0.03 0.09
H -5.580 -2.507 2.745 -0.15 -0.03 0.01 0.09
H -4.772 -3.732 1.772 0.11 0.14 -0.19 0.09
C 2.248 -5.328 0.519 -0.22 -0.25 -0.42 -0.10
O 2.062 -4.079 1.184 -2.58 -0.31 1.02 -0.26
P 1.978 -3.900 2.850 7.11 1.58 1.53 0.62
O 2.517 -2.501 2.903 -1.50 0.11 -0.60 -0.29
O 3.142 -5.029 3.056 -0.59 -0.10 0.30 -0.32
C 4.498 -4.717 2.751 0.31 -0.21 -0.37 -0.09
O 1.504 -4.022 4.441 -2.42 -0.39 -2.05 -0.26
C 2.325 -4.636 5.428 0.06 -0.58 0.40 -0.10
H 1.588 -5.361 -0.348 -0.09 0.04 0.11 0.07
H 3.274 -5.363 0.147 0.03 0.01 0.19 0.09
H 2.057 -6.185 1.159 0.09 0.03 0.01 0.09
H 4.606 -3.750 2.260 -0.13 0.03 0.07 0.09
H 4.895 -5.494 2.096 -0.02 0.01 0.00 0.09
H 5.082 -4.725 3.672 -0.09 0.06 0.05 0.09
H 3.301 -4.153 5.469 -0.01 -0.03 -0.18 0.09
H 2.425 -5.704 5.259 0.14 0.02 -0.01 0.09
H 1.829 -4.493 6.388 -0.19 0.16 -0.17 0.10
```
Forces are in eV/Å.

Values from the calculation:
HOMO-LUMO gap = 6.5874 eV
M = 665.51 g/mol
charge = +1
E_HOMO = -11.0 eV
LUMO energy = -4.371 eV

Below is an isolated molecule of C9H11NO2 at a distorted geometry, with properties calculated with ωB97M-V with the def2-TZVPD basis set.

```
23
Properties=species:S:1:pos:R:3:forces:R:3:nbo_charge:R:1
C 2.415 0.410 -1.973 -0.46 -2.29 -1.91 -0.26
C 1.304 -0.491 -1.871 0.82 0.69 -1.70 -0.19
C 2.640 1.357 -1.027 -0.48 2.34 -0.82 -0.04
C 0.327 -0.273 -0.925 0.82 -0.50 -1.83 -0.14
C 0.541 0.830 -0.214 -3.64 1.41 3.83 0.03
C -0.863 -1.193 -0.841 1.45 -1.78 1.59 -0.38
C -2.018 -0.718 0.039 0.59 1.11 0.62 -0.52
C -1.695 -0.019 1.320 2.70 1.04 1.08 0.61
C -0.752 -0.596 2.461 -1.12 0.00 -2.21 -0.71
N 1.567 1.686 -0.195 2.70 -3.50 0.24 0.04
O 1.852 2.352 0.849 -0.60 1.82 0.64 -0.58
O -2.345 1.129 1.547 -1.24 -2.48 -2.40 -0.65
H 3.034 0.279 -2.907 -0.27 0.24 1.54 0.22
H 1.077 -1.174 -2.691 0.59 -0.18 0.16 0.20
H 3.493 2.084 -1.036 -0.96 -0.94 0.24 0.23
H -1.281 -1.370 -1.806 -0.24 -0.07 -0.85 0.23
H -0.473 -2.250 -0.512 -0.73 1.83 -0.35 0.21
H -2.556 0.024 -0.505 -0.68 0.45 -0.57 0.24
H -2.639 -1.571 0.187 -0.74 -0.72 0.41 0.24
H -0.068 -1.236 1.872 0.20 0.66 0.54 0.25
H -1.192 -1.321 3.202 -0.12 1.25 -0.44 0.23
H -0.295 0.343 2.812 0.27 -0.97 0.51 0.26
H -2.073 1.719 2.212 1.16 0.62 1.68 0.51
```
Forces are in eV/Å.

Values from the calculation:
HOMO-LUMO gap (spin up / spin down) = 6.4783 / 6.4870 eV
M = 165.19 g/mol
charge = 0
E_HOMO (spin up / spin down) = -7.0 / -7.0 eV
LUMO energy (spin up / spin down) = -0.474 / -0.469 eV

Below is an isolated molecule of C4H7NO at a distorted geometry, with properties calculated with ωB97M-V with the def2-TZVPD basis set.

```
13
Properties=species:S:1:pos:R:3:forces:R:3:nbo_charge:R:1
C -1.067 -0.670 -0.095 1.15 0.13 -0.04 -0.28
C -0.763 0.754 -0.443 -0.07 0.32 -0.13 -0.09
O 0.263 1.192 0.420 -0.04 0.45 -0.01 -0.53
C 1.529 0.687 0.036 0.14 -0.34 -0.06 -0.20
C 1.620 -0.823 -0.150 -1.49 -0.29 0.04 0.10
N 0.410 -1.350 -0.156 -2.86 1.52 0.39 -0.57
H -1.752 -1.155 -0.831 0.89 0.11 0.31 0.20
H 0.051 -2.276 -0.204 1.85 -1.38 -0.22 0.39
H -1.549 -0.776 0.898 0.72 -0.02 -0.34 0.21
H -1.597 1.448 -0.330 -0.06 -0.15 0.01 0.20
H -0.426 0.775 -1.491 -0.02 0.19 0.09 0.17
H 2.234 1.016 0.812 -0.17 -0.29 -0.17 0.22
H 1.865 1.173 -0.903 -0.05 -0.26 0.13 0.19
```
Forces are in eV/Å.

Values from the calculation:
HOMO-LUMO gap = 9.0104 eV
M = 85.11 g/mol
charge = 0
E_HOMO = -8.1 eV
LUMO energy = 0.896 eV